{"formula": "C31H45BeO3", "method": "ωB97M-V/def2-TZVPD", "species": ["O", "C", "C", "H", "H", "C", "H", "H", "C", "H", "H", "H", "C", "H", "H", "H", "Be", "C", "C", "C", "H", "C", "C", "H", "H", "H", "H", "C", "C", "C", "H", "C", "C", "H", "H", "H", "H", "O", "C", "C", "H", "H", "C", "H", "H", "C", "H", "H", "H", "H", "C", "C", "C", "C", "C", "C", "C", "C", "C", "C", "C", "C", "O", "H", "H", "H", "H", "H", "H", "H", "H", "H", "H", "H", "H", "H", "H", "H", "H", "H"], "positions_angstrom": [[-0.5068, 0.3775, -3.7999], [0.6960, 0.6452, -4.5882], [0.1116, 1.8953, -5.2334], [0.8129, -0.2071, -5.2615], [1.6108, 0.8000, -4.0038], [-1.1694, 1.5328, -4.4100], [0.0314, 1.8761, -6.3181], [0.5645, 2.8179, -4.8633], [-2.3867, 1.1170, -5.2094], [-2.1662, 0.2814, -5.8851], [-2.8175, 1.9639, -5.7775], [-3.1355, 0.7540, -4.4942], [-1.5130, 2.5532, -3.3300], [-0.6179, 3.0081, -2.8801], [-2.0918, 2.0660, -2.5368], [-2.1299, 3.3588, -3.7411], [0.5306, -0.8647, 0.9859], [1.1612, 0.9916, 1.0424], [2.2160, 0.0317, 0.7239], [2.4376, 0.1044, -0.6912], [2.9294, -0.3887, 1.4394], [1.6257, 1.1309, -1.2143], [0.8279, 1.6607, -0.1803], [0.0981, 2.4548, -0.2860], [0.8961, 1.3384, 2.0390], [3.1972, -0.4625, -1.2300], [1.6857, 1.5308, -2.2284], [-1.8269, -0.5828, 1.6075], [-2.3891, 0.5391, 0.9848], [-2.1972, 0.4222, -0.4297], [-2.9115, 1.3546, 1.4823], [-1.4580, -0.7367, -0.6927], [-1.2337, -1.4323, 0.5686], [-1.2031, -2.5211, 0.6444], [-1.9059, -0.8307, 2.6629], [-2.6251, 1.1015, -1.1616], [-1.1167, -1.0972, -1.6649], [0.4497, -1.6940, -6.2377], [0.0749, -0.9860, -7.4712], [0.6245, -1.7377, -8.6862], [0.4808, 0.0453, -7.4276], [-1.0290, -0.8871, -7.5183], [1.5866, -2.7905, -8.1113], [1.1215, -1.0653, -9.3857], [-0.2070, -2.2269, -9.1972], [1.3461, -2.7810, -6.5922], [2.6230, -2.5067, -8.3189], [1.3867, -3.7676, -8.5504], [2.2967, -2.6242, -6.0628], [0.9262, -3.7341, -6.2290], [2.4126, 0.1358, 4.7542], [1.1943, -0.6206, 5.3155], [-0.0950, 0.1912, 5.2004], [1.0426, -2.0196, 4.7265], [0.9933, -3.1076, 5.5991], [0.8803, -4.4142, 5.1197], [0.8294, -4.6450, 3.7448], [0.8986, -3.5778, 2.8386], [0.9708, -3.8423, 1.3466], [2.3768, -4.2744, 0.9371], [-0.0815, -4.8510, 0.8925], [0.9137, -2.2441, 3.3321], [0.7362, -1.2251, 2.5096], [2.4279, 0.0543, 3.6594], [3.3273, -0.3101, 5.1689], [2.3746, 1.1954, 5.0367], [1.3820, -0.7889, 6.3905], [-0.3538, 0.3442, 4.1479], [-0.9146, -0.3364, 5.7035], [0.0370, 1.1667, 5.6791], [1.0299, -2.9142, 6.6758], [0.8380, -5.2521, 5.8295], [0.7450, -5.6716, 3.3608], [0.7722, -2.8850, 0.8301], [2.6295, -5.2427, 1.3908], [2.4343, -4.3594, -0.1557], [3.1143, -3.5298, 1.2669], [-1.0629, -4.6194, 1.3278], [-0.1700, -4.8127, -0.2005], [0.1972, -5.8715, 1.1850]], "forces_ev_per_angstrom": [[0.35, 0.89, -0.59], [-0.02, -0.70, -0.11], [-0.46, -0.10, 0.80], [0.41, 0.61, 0.37], [-0.37, -0.13, 0.10], [0.53, 0.37, 0.12], [-0.09, 0.15, 0.00], [-0.03, -0.01, -0.33], [-0.33, -0.12, 0.16], [0.08, 0.27, 0.07], [0.25, -0.36, 0.25], [-0.04, 0.07, -0.19], [-0.18, 0.04, 0.00], [-0.20, -0.32, -0.11], [0.28, 0.17, -0.29], [0.06, 0.02, -0.08], [-0.74, 0.29, 1.46], [0.63, 0.69, -1.17], [-0.15, 0.37, -0.78], [0.01, 0.69, 0.52], [-0.55, -0.09, -0.29], [0.21, 0.12, 0.19], [0.80, -0.62, 0.59], [0.01, -0.20, 0.04], [-0.08, -0.32, -0.27], [-0.29, 0.10, 0.12], [-0.34, -0.40, 0.36], [-0.75, 0.28, -0.94], [0.20, -1.06, 0.09], [0.36, -0.68, 0.10], [0.17, -0.17, -0.06], [-0.94, 0.14, 0.27], [0.31, 1.13, -0.14], [0.06, 0.42, -0.02], [0.21, 0.08, -0.24], [0.39, -0.11, 0.26], [-0.22, 0.22, 0.28], [0.02, -0.88, -2.45], [-0.09, 0.43, 0.70], [-0.32, -0.28, 0.35], [-0.09, -0.53, 0.13], [0.58, -0.18, 0.20], [0.02, 0.36, 0.12], [-0.08, -0.04, 0.02], [0.13, 0.04, -0.12], [-0.05, 0.05, 0.49], [-0.14, -0.17, -0.03], [0.16, 0.00, 0.07], [-0.25, 0.00, -0.01], [-0.03, 0.40, -0.12], [-0.12, -0.32, -0.06], [0.02, -0.24, 0.14], [-0.01, 0.00, -0.11], [0.01, -0.03, 0.29], [0.10, -0.07, -0.41], [-0.13, -0.33, 0.32], [0.29, 0.33, -0.09], [-0.03, -0.31, 0.46], [-0.08, 0.39, 0.23], [0.12, 0.03, -0.03], [-0.10, 0.07, -0.23], [-0.51, 0.06, -0.62], [0.85, -0.66, 0.77], [0.05, 0.14, 0.31], [-0.10, 0.16, -0.22], [0.05, -0.16, -0.05], [-0.06, 0.14, -0.22], [-0.04, -0.02, 0.15], [0.05, 0.12, -0.15], [-0.07, -0.01, -0.03], [0.07, -0.11, -0.31], [-0.03, 0.36, -0.36], [0.10, 0.44, 0.21], [0.12, -0.70, 0.19], [0.01, 0.16, -0.10], [0.09, -0.07, 0.15], [-0.14, -0.20, -0.09], [0.23, -0.09, -0.12], [-0.04, -0.16, 0.14], [-0.08, 0.15, -0.06]], "lowdin_charge": [-0.079, -0.160, -0.070, 0.073, 0.095, -0.541, 0.088, 0.103, -0.020, 0.067, 0.090, 0.090, -0.017, 0.086, 0.050, 0.082, 0.244, -0.170, -0.203, -0.125, 0.103, -0.152, -0.116, 0.087, 0.103, 0.081, 0.063, -0.134, -0.136, -0.156, 0.077, -0.119, -0.219, 0.085, 0.089, 0.055, 0.088, -0.183, -0.173, -0.162, 0.105, 0.114, -0.160, 0.105, 0.104, -0.172, 0.105, 0.102, 0.117, 0.117, -0.054, -0.374, -0.065, -0.135, -0.066, -0.124, -0.060, -0.126, -0.395, -0.059, -0.081, -0.225, -0.128, 0.058, 0.076, 0.073, 0.117, 0.065, 0.080, 0.069, 0.101, 0.087, 0.104, 0.086, 0.077, 0.077, 0.084, 0.084, 0.082, 0.070], "de_lowest_kj_mol": 13.75, "total_energy_ev": -39421.130, "homo_energy_ev": -3.8, "orbital_gap_ev": 6.08, "lumo_energy_ev": 2.281, "total_charge": -1}